Here is C25H31AsN2O6ReS3 as an isolated structure from OMol25. Energies are from ωB97M-V with the def2-TZVPD basis set.

Computed properties:
net charge = +2
multiplicity = 2
E = -5040.23032 Ha
LUMO level (spin up / spin down) = -8.89 / -8.50 eV
M = 812.86 g/mol
Kohn-Sham gap (spin up / spin down) = 0.1549 / 0.1691 Eh
HOMO level (spin up / spin down) = -13.11 / -13.10 eV

Positions of all 69 atoms, in Å:
Re (0.210, -0.003, 0.661)
C (-2.069, 0.556, 5.163)
C (-1.645, -0.256, 3.925)
C (-0.329, -0.971, 4.187)
C (-1.608, 0.681, 2.761)
C (-0.436, 1.411, 2.389)
C (-0.577, 2.515, 1.471)
C (-1.811, 2.845, 0.917)
C (-2.002, 4.055, 0.073)
C (-2.923, 2.039, 1.232)
C (-2.825, 0.999, 2.127)
H (-2.143, -0.114, 6.014)
H (-3.033, 1.031, 5.011)
H (-1.333, 1.326, 5.385)
H (-2.413, -1.009, 3.726)
H (0.473, -0.288, 4.452)
H (-0.058, -1.514, 3.288)
H (-0.454, -1.679, 5.002)
H (0.385, 1.472, 3.105)
H (0.254, 3.201, 1.351)
H (-2.340, 3.772, -0.924)
H (-1.091, 4.642, -0.005)
H (-2.785, 4.680, 0.504)
H (-3.881, 2.288, 0.797)
H (-3.709, 0.438, 2.398)
O (-3.826, -0.510, -1.351)
As (-2.406, -1.207, -0.589)
O (-2.892, -1.886, 0.781)
O (-1.471, 0.173, -0.339)
C (-1.738, -2.340, -2.033)
C (-2.611, -2.703, -3.049)
C (-2.178, -3.566, -4.045)
C (-0.888, -4.076, -4.016)
C (-0.012, -3.711, -3.003)
C (-0.451, -2.833, -2.027)
S (0.667, -2.195, -0.818)
O (0.950, -0.771, -1.178)
O (1.849, -2.985, -0.724)
O (-0.021, -2.056, 0.520)
H (-4.629, -0.770, -0.887)
H (-3.615, -2.297, -3.059)
H (-2.856, -3.834, -4.843)
H (-0.560, -4.761, -4.782)
H (0.995, -4.093, -2.949)
C (-0.506, 1.682, -4.753)
S (0.077, 0.689, -3.361)
C (1.658, 0.156, -4.044)
H (0.230, 2.446, -4.995)
H (-1.441, 2.148, -4.462)
H (-0.668, 1.042, -5.616)
H (1.488, -0.412, -4.957)
H (2.144, -0.465, -3.297)
H (2.272, 1.028, -4.261)
N (2.107, -2.339, 2.433)
C (2.763, -1.337, 1.854)
N (2.181, -0.264, 1.309)
C (3.136, 0.596, 0.787)
C (2.864, 1.774, 0.093)
C (3.920, 2.512, -0.407)
C (5.237, 2.095, -0.216)
C (5.524, 0.931, 0.479)
C (4.465, 0.192, 0.975)
S (4.495, -1.335, 1.824)
H (1.125, -2.479, 2.229)
H (2.627, -3.132, 2.775)
H (1.831, 2.072, -0.063)
H (3.724, 3.425, -0.944)
H (6.041, 2.685, -0.622)
H (6.541, 0.603, 0.622)

Here is C25H31Br54IN as an isolated structure from OMol25. Energies are from ωB97M-V with the def2-TZVPD basis set.

Computed properties:
net charge = +1
E = -140319.99053 Ha
LUMO level = -3.44 eV
M = 4787.25 g/mol
Kohn-Sham gap = 0.2811 Eh
HOMO level = -11.08 eV

Positions of all 112 atoms, in Å:
C (-0.495, 0.455, 1.065)
C (-0.932, 0.782, -0.354)
I (-3.060, 0.347, -0.465)
C (-0.202, -0.132, -1.357)
C (0.279, 0.568, -2.635)
C (0.071, -0.366, -3.879)
C (1.290, -0.216, -4.679)
N (2.197, 0.445, -4.072)
C (1.810, 0.733, -2.675)
H (-0.719, -0.596, 1.260)
H (-0.993, 1.067, 1.809)
H (0.589, 0.571, 1.137)
H (-0.826, 1.838, -0.592)
H (-0.858, -0.955, -1.613)
H (0.651, -0.583, -0.843)
H (-0.190, 1.529, -2.839)
H (-0.234, -1.397, -3.699)
H (-0.695, 0.088, -4.527)
H (1.366, -0.618, -5.690)
H (3.094, 0.698, -4.469)
H (2.292, 1.595, -2.218)
H (2.228, -0.111, -2.110)
C (1.234, -4.115, -6.617)
Br (3.142, -4.263, -6.545)
Br (0.453, -4.568, -4.920)
Br (0.657, -2.378, -7.237)
H (0.882, -4.828, -7.350)
C (-0.706, 3.620, 4.346)
Br (-1.319, 1.823, 4.658)
Br (0.618, 4.150, 5.632)
Br (-0.069, 3.851, 2.540)
H (-1.558, 4.273, 4.470)
C (4.510, -1.698, -1.199)
Br (3.130, -2.237, 0.023)
Br (6.241, -2.309, -0.651)
Br (4.106, -2.248, -3.016)
H (4.543, -0.616, -1.189)
C (-3.173, -2.915, -2.597)
Br (-4.471, -3.607, -1.369)
Br (-1.396, -3.546, -2.183)
Br (-3.629, -3.300, -4.425)
H (-3.164, -1.839, -2.482)
C (-4.573, 5.264, 5.881)
Br (-5.111, 3.450, 6.203)
Br (-3.296, 5.884, 7.182)
Br (-3.922, 5.491, 4.086)
H (-5.453, 5.882, 5.979)
C (-0.314, -8.182, -3.745)
Br (-0.673, -10.052, -3.511)
Br (-1.935, -7.166, -3.967)
Br (0.765, -7.478, -2.314)
H (0.259, -8.074, -4.655)
C (4.047, 0.516, 3.236)
Br (4.486, 1.429, 1.592)
Br (2.179, 0.675, 3.663)
Br (4.619, -1.314, 3.168)
H (4.597, 1.005, 4.029)
C (9.252, -4.237, -3.383)
Br (10.077, -2.718, -2.538)
Br (9.512, -5.848, -2.366)
Br (7.382, -3.925, -3.712)
H (9.733, -4.377, -4.340)
C (4.382, -3.297, -10.577)
Br (3.899, -5.143, -10.345)
Br (2.833, -2.189, -10.850)
Br (5.459, -2.653, -9.117)
H (4.986, -3.233, -11.471)
C (-4.411, 5.229, -0.092)
Br (-5.826, 4.706, 1.092)
Br (-2.696, 4.709, 0.630)
Br (-4.669, 4.545, -1.873)
H (-4.422, 6.308, -0.155)
C (-3.061, 4.300, 10.924)
Br (-1.346, 4.671, 11.713)
Br (-3.153, 2.508, 10.236)
Br (-4.501, 4.667, 12.143)
H (-3.178, 4.967, 10.083)
C (5.128, -7.837, -3.689)
Br (4.075, -8.546, -5.137)
Br (4.554, -6.064, -3.217)
Br (5.127, -9.006, -2.166)
H (6.148, -7.761, -4.039)
C (3.776, 6.356, 3.380)
Br (2.053, 7.152, 3.075)
Br (3.748, 4.463, 3.023)
Br (5.155, 7.243, 2.375)
H (4.010, 6.484, 4.427)
C (7.491, 3.043, -1.022)
Br (7.139, 1.163, -0.799)
Br (5.851, 4.025, -1.275)
Br (8.509, 3.743, 0.446)
H (8.083, 3.160, -1.918)
C (1.250, 11.363, 3.134)
Br (-0.023, 10.786, 4.455)
Br (3.046, 10.910, 3.644)
Br (0.818, 10.669, 1.391)
H (1.191, 12.440, 3.075)
C (-8.714, 5.629, 6.635)
Br (-9.245, 3.811, 6.951)
Br (-7.447, 6.240, 7.953)
Br (-8.054, 5.877, 4.840)
H (-9.596, 6.245, 6.734)
C (-6.484, -5.592, 1.448)
Br (-6.532, -7.490, 1.140)
Br (-7.595, -4.648, 0.187)
Br (-6.932, -5.155, 3.263)
H (-5.466, -5.267, 1.283)
C (-10.633, -7.747, 2.156)
Br (-11.868, -8.920, 1.265)
Br (-11.315, -5.952, 2.268)
Br (-10.131, -8.421, 3.886)
H (-9.734, -7.710, 1.555)

Here is C25H31BrN3O3PbSi as an isolated structure from OMol25. Energies are from ωB97M-V with the def2-TZVPD basis set.

Computed properties:
net charge = +3
E = -4416.69931 Ha
LUMO level = -9.20 eV
M = 736.73 g/mol
Kohn-Sham gap = 0.2885 Eh
HOMO level = -17.05 eV

Positions of all 65 atoms, in Å:
Pb (-1.242, 0.774, -1.230)
C (-0.148, 5.541, -2.299)
N (-0.887, 5.254, -1.092)
C (-1.235, 6.375, -0.209)
C (-1.212, 4.012, -0.824)
O (-0.998, 3.054, -1.612)
C (-1.889, 3.704, 0.516)
O (-1.763, 2.271, 0.748)
C (-1.353, 1.815, 2.016)
C (-0.173, 0.856, 1.833)
O (-0.034, 0.347, 0.669)
N (0.681, 0.639, 2.785)
C (1.826, -0.246, 2.605)
C (0.558, 1.232, 4.122)
H (0.703, 6.155, -2.056)
H (-0.795, 5.996, -3.031)
H (0.229, 4.599, -2.687)
H (-0.708, 6.334, 0.756)
H (-2.306, 6.391, -0.066)
H (-0.970, 7.283, -0.732)
H (-2.961, 3.965, 0.486)
H (-1.423, 4.280, 1.319)
H (-2.193, 1.302, 2.504)
H (-1.031, 2.670, 2.628)
H (1.910, -0.523, 1.577)
H (1.739, -1.116, 3.230)
H (2.765, 0.289, 2.886)
H (-0.488, 1.364, 4.407)
H (1.098, 2.190, 4.127)
H (0.992, 0.547, 4.837)
Br (-4.480, 1.565, -1.237)
C (-4.565, -0.282, -0.838)
C (-5.774, -0.949, -0.785)
C (-5.707, -2.326, -0.547)
C (-4.498, -2.942, -0.291)
C (-3.352, -2.167, -0.341)
N (-3.368, -0.857, -0.661)
H (-6.706, -0.432, -0.972)
H (-6.615, -2.915, -0.545)
H (-4.431, -3.995, -0.036)
H (-2.377, -2.593, -0.170)
C (5.857, -1.893, 1.704)
C (5.138, -2.871, 2.360)
C (3.976, -3.370, 1.785)
C (3.526, -2.898, 0.511)
C (4.357, -1.970, -0.159)
C (5.501, -1.451, 0.421)
Si (2.005, -3.575, -0.155)
C (1.099, -3.273, -1.688)
C (1.482, -2.266, -2.583)
C (0.988, -2.195, -3.889)
C (0.093, -3.187, -4.316)
C (-0.316, -4.191, -3.448)
C (0.155, -4.251, -2.154)
H (6.724, -1.466, 2.206)
H (5.444, -3.292, 3.322)
H (3.431, -4.074, 2.396)
H (4.078, -1.585, -1.132)
H (6.122, -0.728, -0.099)
H (1.356, -4.609, 0.724)
H (2.205, -1.540, -2.274)
H (1.337, -1.450, -4.610)
H (-0.238, -3.252, -5.342)
H (-0.991, -4.958, -3.802)
H (-0.150, -5.114, -1.566)

Here is C25H31Cl2N3O5 as an isolated structure from OMol25. Energies are from ωB97M-V with the def2-TZVPD basis set.

Computed properties:
net charge = 0
E = -2431.16001 Ha
LUMO level = -0.25 eV
M = 524.45 g/mol
Kohn-Sham gap = 0.2755 Eh
HOMO level = -7.75 eV

Positions of all 66 atoms, in Å:
C (-7.958, -1.969, -0.667)
C (-6.532, -1.823, -1.480)
H (-6.591, -0.979, -2.305)
H (-6.299, -2.795, -1.940)
O (-5.680, -1.559, -0.681)
C (-4.648, -0.926, -0.950)
O (-4.406, -0.862, -2.002)
C (-3.737, -0.297, 0.010)
N (-2.383, -0.427, -0.322)
C (-1.412, -1.172, 0.532)
O (-1.809, -1.407, 1.638)
C (-0.168, -1.162, -0.107)
C (0.787, -2.337, 0.546)
C (2.092, -2.314, 0.319)
C (2.626, -1.722, -0.922)
C (1.717, -0.837, -1.327)
C (0.495, -0.730, -1.054)
O (-0.309, 0.263, -1.730)
H (0.394, 0.792, -2.581)
Cl (2.413, 0.116, -2.691)
O (3.821, -1.797, -1.426)
C (4.873, -2.193, -0.468)
C (5.328, -1.370, 0.690)
N (6.100, -0.286, 0.504)
C (5.435, 0.870, -0.626)
C (6.464, 1.861, -0.762)
N (6.977, 2.218, 0.446)
C (7.835, 3.710, 0.125)
H (8.102, 3.920, 1.202)
H (7.228, 4.271, -0.264)
H (8.662, 3.412, -0.546)
C (7.667, 1.342, 1.025)
C (6.782, 0.274, 1.550)
H (7.287, -0.674, 2.029)
H (5.943, 0.563, 2.212)
H (8.172, 1.999, 2.095)
H (8.543, 0.965, 0.358)
H (5.818, 2.640, -1.003)
H (7.140, 1.496, -1.419)
H (4.906, 0.403, -1.202)
H (4.691, 1.023, 0.391)
H (4.262, -1.118, 1.388)
H (5.801, -2.179, 1.335)
H (4.804, -3.485, -0.353)
H (5.708, -2.133, -1.410)
Cl (3.070, -3.681, 1.180)
H (0.424, -2.788, 1.546)
H (-1.933, -0.268, -1.106)
H (-3.869, -0.814, 0.933)
C (-4.214, 1.231, 0.425)
C (-5.533, 1.365, 0.557)
C (-6.368, 1.798, -0.468)
C (-7.571, 1.910, -0.318)
C (-8.241, 1.418, 1.102)
C (-7.368, 0.996, 2.144)
C (-6.077, 1.068, 2.038)
H (-5.502, 0.567, 2.559)
H (-7.989, 0.799, 3.037)
H (-9.346, 1.668, 1.179)
H (-8.249, 2.177, -0.730)
H (-5.904, 1.950, -1.461)
H (-3.469, 1.506, 1.333)
H (-3.725, 1.747, -0.565)
H (-8.924, -2.323, -1.346)
H (-8.280, -1.131, -0.273)
H (-7.875, -2.781, 0.075)

Here is an isolated ion of composition C25H31F2N2O and charge +1 from OMol25. Energies are from ωB97M-V with the def2-TZVPD basis set.

Computed properties:
net charge = +1
E = -1355.32886 Ha
LUMO level = -4.13 eV
M = 413.53 g/mol
Kohn-Sham gap = 0.2584 Eh
SMILES string = Cc1ccc(C(c2ccc(C)c(F)c2)[C@@H]2CN(C)CCC2=[N+]2CCOCC2)cc1F
HOMO level = -11.16 eV

Positions of all 61 atoms, in Å:
C (3.327, -2.160, -4.949)
C (2.355, -1.926, -3.872)
C (1.314, -0.969, -3.964)
C (0.468, -0.690, -2.894)
C (0.655, -1.262, -1.633)
C (-0.148, -0.757, -0.389)
C (-0.217, -1.699, 0.773)
C (-1.503, -2.084, 1.164)
C (-1.646, -2.993, 2.189)
C (-0.587, -3.502, 2.880)
C (-0.685, -4.364, 4.096)
C (0.676, -3.196, 2.392)
F (1.768, -3.779, 2.949)
C (0.913, -2.251, 1.380)
C (-0.068, 0.582, 0.462)
C (0.668, 0.426, 1.807)
N (1.065, 1.724, 2.401)
C (2.145, 1.697, 3.381)
C (0.025, 2.633, 2.731)
C (-1.259, 2.436, 1.842)
C (-1.036, 1.740, 0.547)
N (-1.506, 2.375, -0.561)
C (-2.326, 3.658, -0.415)
C (-3.156, 3.971, -1.651)
O (-2.406, 3.846, -2.866)
C (-1.839, 2.541, -3.000)
C (-0.868, 2.242, -1.851)
C (1.564, -2.369, -1.562)
C (2.380, -2.622, -2.673)
F (3.258, -3.677, -2.540)
H (3.083, -1.527, -5.782)
H (4.337, -1.909, -4.655)
H (3.348, -3.182, -5.302)
H (1.206, -0.439, -4.897)
H (-0.474, -0.135, -3.136)
H (-1.153, -0.427, -0.675)
H (-2.365, -1.762, 0.577)
H (-2.659, -3.276, 2.515)
H (-1.722, -4.363, 4.441)
H (-0.406, -5.403, 3.906)
H (-0.061, -3.986, 4.910)
H (1.912, -2.130, 0.965)
H (0.869, 0.788, -0.283)
H (1.632, 0.031, 1.533)
H (0.250, -0.172, 2.617)
H (2.335, 0.645, 3.726)
H (3.095, 2.094, 2.943)
H (1.890, 2.302, 4.284)
H (-0.294, 2.536, 3.807)
H (0.424, 3.678, 2.695)
H (-1.963, 1.879, 2.498)
H (-1.617, 3.479, 1.730)
H (-3.008, 3.514, 0.438)
H (-1.663, 4.518, -0.181)
H (-4.055, 3.310, -1.629)
H (-3.430, 5.032, -1.630)
H (-2.605, 1.727, -3.019)
H (-1.280, 2.570, -3.950)
H (0.030, 2.880, -1.959)
H (-0.535, 1.217, -1.948)
H (1.549, -3.059, -0.711)

Here is a 2-piece molecular cluster, C25H31F9N3O11S overall from OMol25. Energies are from ωB97M-V with the def2-TZVPD basis set.

Computed properties:
net charge = +1
E = -3259.39975 Ha
LUMO level = -5.56 eV
M = 752.58 g/mol
ΔE to the lowest compared entry with this formula, charge and spin = 10.543 eV
Kohn-Sham gap = 0.2147 Eh
HOMO level = -11.40 eV

Positions of all 80 atoms, in Å:
C (2.118, 4.212, 2.904)
N (1.070, 4.481, 1.877)
C (0.126, 5.574, 2.293)
C (1.652, 4.769, 0.548)
O (2.707, 5.475, 0.463)
C (1.027, 4.190, -0.838)
C (0.926, 2.582, -0.638)
C (2.159, 1.925, 0.058)
C (2.157, 0.372, 0.298)
C (3.365, -0.437, 0.956)
O (3.946, -1.282, 0.248)
O (3.862, -0.224, 2.293)
S (3.244, -1.467, 3.270)
O (2.358, -2.420, 2.484)
O (4.337, -2.233, 3.972)
C (2.111, -0.604, 4.514)
F (2.736, -0.621, 5.781)
F (0.846, -1.246, 4.512)
F (1.893, 0.741, 4.063)
C (0.890, -0.408, -0.138)
C (-0.296, 0.364, -0.830)
C (-1.559, -0.558, -1.233)
C (-2.269, -1.211, 0.083)
C (-3.458, -0.311, 0.679)
C (-2.959, 0.974, 1.519)
O (-3.055, 0.817, 2.965)
C (-1.732, 0.899, 3.500)
O (-1.007, 1.925, 3.487)
N (-0.246, 1.810, -1.082)
C (-1.365, 2.501, -1.758)
O (-2.398, 2.710, -1.063)
C (-1.385, 3.009, -3.280)
F (-0.923, 4.371, -3.380)
F (-2.774, 3.078, -3.650)
C (-0.695, 2.023, -4.340)
F (-1.402, 2.219, -5.580)
F (-0.942, 0.642, -4.004)
C (0.849, 2.320, -4.661)
F (0.856, 3.208, -5.796)
F (1.565, 2.979, -3.622)
C (1.714, 1.036, -5.096)
O (1.854, -0.010, -4.434)
O (2.439, 1.112, -6.347)
H (1.654, 3.906, 3.901)
H (2.814, 5.103, 3.118)
H (2.778, 3.326, 2.552)
H (-0.917, 5.083, 2.394)
H (0.400, 6.081, 3.280)
H (0.013, 6.355, 1.450)
H (-0.008, 4.666, -0.938)
H (1.766, 4.485, -1.660)
H (3.078, 2.506, 0.401)
H (0.870, -1.536, 0.041)
H (-2.299, -0.038, -1.929)
H (-1.134, -1.465, -1.815)
H (-1.479, -1.493, 0.882)
H (-2.741, -2.218, -0.237)
H (-4.083, -0.957, 1.390)
H (-4.119, 0.041, -0.193)
H (-3.609, 1.867, 1.179)
H (-1.884, 1.247, 1.203)
H (-1.317, -0.038, 4.025)
H (3.333, 1.438, -6.050)
C (-0.741, -7.324, -0.562)
C (-0.748, -5.994, -1.311)
C (-0.319, -4.794, -0.441)
O (-1.320, -4.337, 0.466)
C (-1.409, -5.084, 1.670)
N (-2.078, -5.786, -1.899)
H (-1.598, -7.437, 0.103)
H (-0.776, -8.157, -1.270)
H (0.171, -7.434, 0.032)
H (-0.023, -6.080, -2.128)
H (-0.122, -3.948, -1.110)
H (0.620, -4.995, 0.088)
H (-0.432, -5.442, 2.006)
H (-2.098, -5.921, 1.543)
H (-1.824, -4.432, 2.442)
H (-2.052, -4.951, -2.481)
H (-2.710, -5.529, -1.139)

Largest force on an atom across the listed records, respectively: 4.1; 1.6; 1.6; 18.6; 5.3; 7.3 eV Å⁻¹.